No. 1
Computed, not measured: 6 unconnected molecules or ions with the total composition C24H53N2O16P3 in a non-equilibrium geometry, with wB97M-V/def2-TZVPD.

```
98
Properties=species:S:1:pos:R:3
O 0.034 0.248 -0.151
H -0.707 0.275 -0.794
H 0.184 -0.698 0.086
H -0.241 0.818 0.684
C -2.335 -0.512 1.747
C -1.658 0.156 2.963
C -1.198 -1.013 3.847
C -0.272 -0.611 4.989
C 0.935 0.115 4.380
C 0.496 1.345 3.572
N -0.492 0.943 2.602
O -0.743 1.937 1.616
C 1.786 1.753 2.842
C 0.125 2.483 4.533
C -2.735 1.005 3.664
H -2.610 0.266 1.031
H -3.271 -0.982 2.054
H -1.674 -1.282 1.348
H -0.722 -1.768 3.211
H -2.083 -1.510 4.266
H 0.060 -1.511 5.513
H -0.837 0.024 5.673
H 1.497 -0.580 3.757
H 1.532 0.379 5.261
H 1.690 2.680 2.273
H 2.090 0.988 2.121
H 2.595 1.892 3.565
H -0.277 3.318 3.956
H 0.977 2.888 5.087
H -0.579 2.169 5.305
H -2.455 1.227 4.697
H -3.699 0.489 3.705
H -2.867 1.962 3.159
C 2.010 4.469 -1.694
C 1.936 3.197 -1.165
C 3.067 2.646 -0.572
C 4.245 3.355 -0.464
C 4.350 4.586 -1.105
C 3.234 5.148 -1.692
N 5.376 2.791 0.262
O 6.409 3.436 0.286
O 5.185 1.787 0.923
H 1.174 5.001 -2.129
H 1.109 2.509 -1.288
H 2.944 1.685 -0.090
H 5.272 5.148 -1.034
H 3.293 6.049 -2.287
C -3.980 -2.017 -2.680
O -3.248 -3.035 -1.968
P -1.673 -3.044 -2.139
O -1.021 -1.881 -1.543
O -1.300 -4.444 -1.518
C -2.028 -5.638 -1.825
O -1.519 -3.216 -3.707
C -0.280 -2.979 -4.385
H -4.331 -2.368 -3.647
H -3.344 -1.138 -2.795
H -4.805 -1.771 -2.016
H -2.583 -5.962 -0.948
H -1.341 -6.400 -2.185
H -2.747 -5.437 -2.621
H -0.453 -2.207 -5.133
H 0.019 -3.902 -4.877
H 0.512 -2.651 -3.712
C -1.961 4.471 -4.283
O -1.542 3.689 -3.166
P -2.120 2.236 -2.957
O -1.634 1.637 -1.718
O -3.671 2.447 -3.106
C -4.591 1.555 -2.430
O -1.735 1.410 -4.267
C -0.357 1.074 -4.455
H -1.466 4.129 -5.202
H -1.628 5.494 -4.148
H -3.018 4.343 -4.510
H -5.367 2.145 -1.953
H -4.058 1.045 -1.628
H -4.965 0.884 -3.198
H 0.306 1.638 -3.795
H -0.152 1.280 -5.503
H -0.137 0.030 -4.227
C 0.322 -4.612 1.245
O 1.396 -4.088 2.022
P 2.133 -2.790 1.522
O 1.292 -1.728 0.961
O 3.229 -3.270 0.465
C 2.866 -3.409 -0.897
O 3.046 -2.421 2.726
C 4.117 -1.464 2.619
H 0.618 -5.262 0.420
H -0.247 -3.775 0.836
H -0.337 -5.200 1.881
H 1.807 -3.597 -1.071
H 3.465 -4.211 -1.335
H 3.181 -2.562 -1.514
H 4.168 -1.021 1.627
H 5.029 -2.008 2.855
H 3.979 -0.697 3.377
```

The gap between HOMO and LUMO comes out at 5.1700 eV. The total charge is 0. For the relative energy (zero: lowest compared OMol25 entry of this formula, charge and spin), the calculation gives 3.6 kJ/mol.

Mulliken population analysis, charges in e, atoms 1 to 8:
1 O 1.2899
2 H 0.6878
3 H 0.5557
4 H 0.0443
5 C -2.0490
6 C 1.7501
7 C -0.9348
8 C -0.8824

No. 2
Computed, not measured: a molecular structure, C24H54ClF6N3O4PZn in a non-equilibrium geometry, with wB97M-V/def2-TZVPD.

```
94
Properties=species:S:1:pos:R:3
Zn 1.373 -2.107 3.459
Cl 1.120 0.352 0.881
O 0.527 0.165 -0.439
O 0.522 1.463 1.492
O 0.835 -0.782 1.693
O 2.493 0.564 0.751
C 8.168 3.243 -4.174
C 7.227 2.940 -3.018
C 5.741 3.155 -3.228
N 4.913 2.378 -2.227
C 5.294 2.355 -0.737
C 4.814 0.930 -2.737
C 3.274 0.666 -3.121
C 2.635 2.045 -3.305
C 3.447 2.888 -2.350
H 7.657 4.011 -4.756
H 8.257 2.374 -4.825
H 9.131 3.642 -3.855
H 7.312 3.625 -2.174
H 7.519 1.957 -2.649
H 5.322 2.863 -4.191
H 5.481 4.183 -2.977
H 4.556 1.806 -0.151
H 5.340 3.349 -0.293
H 6.222 1.822 -0.530
H 4.987 0.131 -2.016
H 5.490 0.760 -3.575
H 2.907 -0.024 -2.361
H 3.270 0.208 -4.110
H 1.569 2.070 -3.078
H 2.797 2.269 -4.359
H 3.063 2.828 -1.331
H 3.431 3.956 -2.569
C -0.139 -6.804 0.045
C -0.812 -5.453 0.289
C -1.578 -5.072 -0.922
N -2.225 -3.652 -0.889
C -3.159 -3.525 0.417
C -3.022 -3.412 -2.192
C -2.834 -1.945 -2.620
C -2.127 -1.302 -1.562
C -1.328 -2.450 -0.920
H 0.326 -7.180 0.956
H 0.699 -6.811 -0.653
H -0.817 -7.614 -0.223
H -0.134 -4.650 0.578
H -1.499 -5.578 1.125
H -2.291 -5.847 -1.203
H -0.851 -4.963 -1.726
H -3.701 -2.584 0.502
H -2.503 -3.617 1.283
H -3.899 -4.316 0.539
H -4.069 -3.610 -1.964
H -2.709 -4.148 -2.932
H -3.718 -1.391 -2.935
H -2.204 -1.881 -3.507
H -2.791 -0.877 -0.810
H -1.550 -0.510 -2.039
H -0.929 -2.302 0.084
H -0.469 -2.716 -1.536
C -3.815 0.518 5.315
C -4.068 1.528 4.160
C -3.293 1.162 2.838
N -3.287 2.298 1.768
C -4.726 2.788 1.466
C -2.702 1.791 0.499
C -2.102 3.001 -0.225
C -1.925 4.063 0.770
C -2.351 3.491 2.117
H -4.455 0.608 6.193
H -2.814 0.605 5.735
H -4.052 -0.496 4.994
H -3.945 2.570 4.457
H -5.138 1.592 3.966
H -3.744 0.333 2.294
H -2.311 0.742 3.056
H -4.673 3.680 0.841
H -5.265 3.216 2.311
H -5.340 1.984 1.061
H -3.502 1.294 -0.049
H -2.024 0.986 0.782
H -2.660 3.323 -1.104
H -1.112 2.724 -0.588
H -2.709 4.782 0.530
H -0.922 4.488 0.794
H -2.912 4.115 2.813
H -1.628 2.956 2.733
P -1.351 -2.561 4.358
F -2.086 -3.978 4.187
F -0.266 -3.303 5.223
F -0.335 -2.983 3.076
F -0.379 -1.278 4.356
F -2.331 -1.880 3.301
F -2.130 -2.035 5.644
```

As for the spin multiplicity: 2. The gap between HOMO and LUMO (spin up / spin down) comes out at 7.8570 / 9.9061 eV. The total charge is +2.

Mulliken population analysis, charges in e, atoms 1 to 8:
1 Zn 0.3529
2 Cl 1.5092
3 O -0.5261
4 O -0.6501
5 O -0.3062
6 O -0.6542
7 C -1.3517
8 C -0.3469